# C11H40InN20O13

A structure of composition C11H40InN20O13 at a distorted geometry (the ωB97M-V functional and the def2-TZVPD basis, the Open Molecules 2025 dataset).

Geometry as ORCA input:
```
! RIJCOSX wB97M-V def2-TZVPD def2/J DEFGRID3
* xyz 1 1
In -22.13 -1.20 1.86
C -19.24 -3.07 2.10
O -18.57 -4.06 2.49
O -19.21 -1.94 2.69
O -20.20 -3.28 1.28
C -22.28 -4.86 3.84
O -22.80 -3.87 3.34
N -22.90 -5.58 4.74
N -21.13 -5.46 3.44
H -22.35 -6.27 5.24
H -23.81 -5.40 5.13
H -20.79 -6.27 3.94
H -20.48 -4.94 2.86
C -19.82 -7.36 0.01
O -19.42 -8.10 -0.89
N -19.29 -6.06 0.04
N -20.58 -7.55 1.02
H -18.62 -5.76 -0.65
H -19.79 -5.35 0.56
H -20.79 -8.54 1.13
H -20.73 -6.86 1.74
C -23.45 -4.54 0.33
O -23.48 -3.33 0.55
N -22.34 -5.26 0.45
N -24.43 -5.29 -0.05
H -22.39 -6.26 0.29
H -21.45 -4.88 0.71
H -25.28 -4.86 -0.37
H -24.26 -6.28 -0.16
C -16.33 -7.08 2.40
O -15.31 -7.79 2.57
N -16.85 -6.24 3.25
N -16.89 -7.02 1.22
H -17.53 -5.61 2.86
H -16.45 -6.04 4.16
H -17.66 -6.38 1.08
H -16.41 -7.48 0.46
C -21.22 -1.87 -1.91
O -22.02 -1.46 -1.10
N -21.29 -1.69 -3.25
N -20.51 -3.01 -1.75
H -20.40 -2.02 -3.60
H -21.99 -1.14 -3.71
H -20.32 -3.39 -0.83
H -19.92 -3.40 -2.46
C -15.45 -2.19 3.82
O -14.46 -2.10 4.60
N -16.66 -1.62 3.97
N -15.32 -3.06 2.82
H -17.46 -2.12 3.60
H -16.70 -1.08 4.82
H -16.18 -3.34 2.36
H -14.39 -3.45 2.76
C -16.51 -3.29 -0.69
O -15.73 -3.09 -1.55
N -17.72 -2.68 -0.63
N -16.54 -4.16 0.24
H -18.57 -2.91 -0.14
H -17.87 -1.95 -1.30
H -17.25 -3.97 0.93
H -15.85 -4.87 0.45
C -18.68 0.49 0.37
O -19.79 0.04 0.19
N -18.41 1.74 0.13
N -17.62 -0.09 0.89
H -19.13 2.08 -0.49
H -17.44 1.99 0.02
H -16.83 0.53 1.04
H -17.80 -0.96 1.38
C -18.65 -4.92 6.57
O -18.44 -4.51 7.72
N -18.69 -4.18 5.47
N -18.94 -6.15 6.28
H -18.64 -3.20 5.66
H -18.43 -4.61 4.59
H -19.24 -6.58 5.42
H -18.95 -6.70 7.12
C -20.70 -1.17 5.93
O -21.64 -1.30 5.17
N -19.44 -1.18 5.62
N -20.73 -0.91 7.21
H -19.05 -1.24 4.70
H -18.83 -1.08 6.42
H -19.94 -1.11 7.81
H -21.65 -0.75 7.60
*
```

The calculation puts the orbital gap at 2.4 eV. The relative energy (zero: lowest compared OMol25 entry of this formula, charge and spin) is 0.0 kcal/mol.

Löwdin population analysis, charges in e, atoms 1 to 4:
1 In 1.331
2 C -0.894
3 O -0.016
4 O 0.021



# C11H40N18O11

A cluster of 10 separate species, C11H40N18O11 in total at a distorted geometry (the ωB97M-V functional and the def2-TZVPD basis, the Open Molecules 2025 dataset).

Geometry as ORCA input:
```
! RIJCOSX wB97M-V def2-TZVPD def2/J DEFGRID3
* xyz -1 2
O 0.00 -1.66 1.11
C 0.68 -0.67 0.43
C 0.50 -0.56 -1.18
O -0.77 -0.13 -1.66
H 1.74 -0.78 0.68
H 0.54 0.29 0.92
H 0.58 -1.61 -1.47
H 1.31 0.04 -1.59
C -0.39 2.64 4.26
O -1.21 3.52 4.32
N 0.36 2.38 3.23
N -0.13 1.71 5.12
H 0.82 1.48 3.13
H 0.35 3.00 2.43
H 0.62 1.07 4.93
H -0.38 2.05 6.04
C 1.33 -1.62 -5.31
O 1.28 -2.21 -6.33
N 0.75 -2.13 -4.24
N 1.88 -0.45 -5.07
H 1.14 -1.84 -3.35
H 0.00 -2.79 -4.39
H 2.69 -0.08 -5.54
H 1.80 -0.24 -4.08
C 2.78 -1.23 4.51
O 1.77 -0.90 5.11
N 3.05 -1.36 3.23
N 3.81 -1.56 5.18
H 2.21 -1.08 2.73
H 3.71 -2.11 3.10
H 3.58 -1.33 6.13
H 4.46 -2.25 4.83
C -2.15 -2.15 4.05
O -3.11 -2.43 4.70
N -1.54 -0.95 4.06
N -1.51 -2.96 3.26
H -0.87 -0.84 3.31
H -1.78 -0.17 4.65
H -1.92 -3.88 3.24
H -0.76 -2.50 2.76
C 1.78 4.29 -1.61
O 1.12 4.76 -0.67
N 2.17 4.98 -2.66
N 2.16 3.05 -1.62
H 2.87 4.54 -3.24
H 2.19 5.98 -2.51
H 1.75 2.37 -1.00
H 2.68 2.64 -2.38
C -3.17 1.11 0.91
O -4.34 1.53 0.98
N -2.46 0.36 1.75
N -2.43 1.52 -0.03
H -2.76 -0.05 2.62
H -1.48 0.25 1.52
H -3.04 2.24 -0.39
H -1.81 0.89 -0.52
C 2.73 -4.56 0.28
O 3.57 -5.42 0.02
N 1.86 -4.22 -0.54
N 2.61 -3.81 1.27
H 1.05 -3.65 -0.31
H 1.89 -4.61 -1.47
H 1.99 -3.01 1.23
H 3.31 -3.77 2.00
C -4.53 -0.47 -2.52
O -4.45 -1.69 -2.38
N -5.67 0.16 -2.69
N -3.58 0.35 -2.66
H -6.53 -0.33 -2.52
H -5.59 1.14 -2.92
H -2.65 0.01 -2.46
H -3.86 1.32 -2.60
C -0.53 2.58 -4.21
O -0.37 3.23 -5.20
N -1.38 2.86 -3.32
N 0.18 1.51 -3.84
H -1.45 2.24 -2.52
H -1.73 3.80 -3.24
H 0.84 1.30 -4.58
H -0.14 0.80 -3.20
*
```

The calculation puts the orbital gap (spin up / spin down) at 8.4 / 5.8 eV. The relative energy (zero: lowest compared OMol25 entry of this formula, charge and spin) is 0.0 kcal/mol.

Löwdin population analysis, charges in e, atoms 1 to 4:
1 O -0.171
2 C -0.324
3 C -0.249
4 O -0.233